{
  "formula": "C75H192N8O25",
  "method": "wB97M-V/def2-TZVPD",
  "orbital_gap_ev": 8.93,
  "e_lumo_ha": 0.0147,
  "symbols": ["O", "O", "O", "O", "O", "O", "O", "O", "O", "O", "O", "O", "O", "O", "O", "O", "O", "O", "O", "O", "O", "O", "O", "O", "O", "N", "N", "N", "N", "N", "N", "N", "N", "C", "C", "C", "C", "C", "C", "C", "C", "C", "C", "C", "C", "C", "C", "C", "C", "C", "C", "C", "C", "C", "C", "C", "C", "C", "C", "C", "C", "C", "C", "C", "C", "C", "C", "C", "C", "C", "C", "C", "C", "C", "C", "C", "C", "C", "C", "C", "C", "C", "C", "C", "C", "C", "C", "C", "C", "C", "C", "C", "C", "C", "C", "C", "C", "C", "C", "C", "C", "C", "C", "C", "C", "C", "C", "C", "H", "H", "H", "H", "H", "H", "H", "H", "H", "H", "H", "H", "H", "H", "H", "H", "H", "H", "H", "H", "H", "H", "H", "H", "H", "H", "H", "H", "H", "H", "H", "H", "H", "H", "H", "H", "H", "H", "H", "H", "H", "H", "H", "H", "H", "H", "H", "H", "H", "H", "H", "H", "H", "H", "H", "H", "H", "H", "H", "H", "H", "H", "H", "H", "H", "H", "H", "H", "H", "H", "H", "H", "H", "H", "H", "H", "H", "H", "H", "H", "H", "H", "H", "H", "H", "H", "H", "H", "H", "H", "H", "H", "H", "H", "H", "H", "H", "H", "H", "H", "H", "H", "H", "H", "H", "H", "H", "H", "H", "H", "H", "H", "H", "H", "H", "H", "H", "H", "H", "H", "H", "H", "H", "H", "H", "H", "H", "H", "H", "H", "H", "H", "H", "H", "H", "H", "H", "H", "H", "H", "H", "H", "H", "H", "H", "H", "H", "H", "H", "H", "H", "H", "H", "H", "H", "H", "H", "H", "H", "H", "H", "H", "H", "H", "H", "H", "H", "H", "H", "H", "H", "H", "H", "H", "H", "H", "H", "H", "H", "H", "H", "H", "H", "H", "H", "H", "H", "H", "H", "H", "H", "H"],
  "xyz": [[23.95286, 18.48097, 24.60575], [17.44023, 21.44162, 26.78725], [17.22549, 27.52860, 12.04385], [16.46410, 25.56553, 19.83872], [20.90168, 17.88670, 14.33519], [13.40963, 20.90866, 18.53572], [16.64048, 18.65101, 13.32369], [24.54985, 13.77020, 22.25027], [27.31733, 28.12785, 16.12132], [24.59145, 22.94155, 24.17308], [21.17465, 14.48375, 19.64341], [19.88847, 28.70057, 16.02063], [19.48736, 25.22348, 15.31205], [20.80567, 24.96650, 20.99702], [18.91831, 29.60114, 21.08556], [10.51161, 22.85736, 21.40890], [17.33708, 16.19814, 18.49563], [16.70887, 21.63382, 24.12324], [23.52893, 17.66374, 17.06797], [28.15704, 17.02040, 22.04738], [21.45587, 23.30398, 14.73726], [17.76442, 13.87229, 23.64764], [24.38553, 13.31140, 16.96351], [20.14873, 20.60058, 21.29749], [12.05087, 25.94245, 25.35762], [22.15241, 12.04276, 18.35635], [18.62552, 19.17471, 15.31627], [17.87467, 16.38848, 21.01904], [19.62883, 27.48089, 13.46576], [14.38468, 24.40665, 24.52125], [19.17256, 22.81455, 20.22422], [13.99781, 22.90914, 20.58236], [25.31718, 16.51055, 22.47688], [19.97019, 19.77738, 15.40330], [22.32082, 11.87974, 16.95100], [24.63785, 18.44845, 25.80187], [17.23583, 17.49875, 20.42283], [24.10777, 15.98142, 21.88737], [22.46741, 24.88646, 13.18447], [19.52868, 25.16790, 20.35405], [17.61865, 20.17793, 14.95094], [9.61925, 21.93274, 21.96649], [14.53811, 20.00091, 18.35606], [18.31258, 26.63191, 11.67646], [22.67586, 24.03740, 14.50547], [20.70808, 28.36878, 13.81138], [19.61825, 27.24277, 12.00486], [19.48814, 20.60434, 25.88363], [16.13965, 27.23633, 11.26857], [12.68618, 23.50662, 20.79199], [17.43977, 15.95658, 22.33203], [19.90982, 28.41008, 17.44491], [15.51382, 22.36614, 24.07359], [27.18761, 17.97563, 22.45122], [23.71399, 23.12466, 23.11480], [15.74024, 20.73836, 17.71864], [21.81798, 24.75863, 20.08627], [24.84550, 16.95873, 26.22634], [23.59832, 14.76312, 22.52095], [20.78587, 12.28342, 18.79418], [23.87473, 14.42980, 16.17472], [26.72110, 28.85666, 18.29913], [20.74744, 31.14736, 21.66876], [21.01267, 18.74523, 15.48811], [14.42339, 25.85190, 24.78725], [11.87133, 22.40093, 21.40639], [18.32084, 19.45392, 27.77475], [20.73748, 19.38595, 21.83936], [18.00731, 25.10802, 15.41434], [18.24549, 14.66879, 22.64859], [14.92018, 23.76518, 19.85398], [19.44156, 20.42459, 20.09094], [23.63679, 22.01512, 22.09870], [19.54263, 21.76046, 19.34064], [17.71120, 14.43505, 24.94278], [14.04455, 18.79043, 17.60694], [21.90198, 16.93118, 14.25878], [20.97173, 15.85897, 19.66230], [22.91933, 24.93869, 15.66393], [15.66482, 23.72158, 24.75225], [25.85876, 17.72444, 21.81733], [26.08299, 26.58236, 17.52132], [18.63921, 20.79748, 27.16460], [16.37964, 19.64286, 14.35402], [10.89721, 25.40643, 24.74580], [17.15941, 16.01899, 17.11506], [17.67130, 17.49380, 18.93442], [27.19591, 27.63410, 17.46192], [16.76841, 26.77184, 20.47108], [23.79727, 12.08920, 16.52073], [17.51602, 26.07146, 16.49713], [25.13057, 19.43557, 16.58863], [20.86735, 28.65752, 21.92264], [24.26282, 18.74896, 17.67835], [20.36403, 13.77948, 18.72672], [19.22956, 24.02786, 19.44772], [29.39898, 17.31275, 22.51241], [23.27211, 19.66696, 18.38346], [13.06484, 26.48618, 24.49231], [15.44384, 17.95186, 12.93373], [23.92626, 19.23038, 26.93527], [22.40487, 23.60875, 23.71512], [19.96626, 29.88115, 22.02401], [16.60735, 20.46354, 23.31099], [17.64733, 23.65898, 15.78370], [15.77872, 24.67796, 20.70541], [24.21785, 12.48239, 22.80530], [21.04224, 28.38417, 15.25884], [18.78392, 21.71384, 18.52956], [25.99148, 17.66075, 20.69757], [20.83143, 23.81722, 15.23098], [20.93668, 18.08230, 16.35640], [27.40819, 19.03788, 22.17057], [24.61092, 20.16316, 15.93558], [24.05128, 16.39724, 26.63104], [14.89091, 17.59263, 13.89476], [17.59755, 18.42864, 20.79747], [20.04778, 18.51155, 21.66219], [23.84401, 12.01464, 15.40356], [17.62020, 25.45508, 14.48426], [19.93711, 24.04225, 18.62046], [24.39989, 17.96333, 23.96510], [13.26774, 21.25620, 17.65533], [17.51183, 20.89250, 15.76298], [18.19960, 26.50019, 10.59813], [18.03329, 26.99930, 16.33312], [26.10263, 25.85048, 16.68648], [28.12153, 27.22716, 17.88020], [12.80117, 26.44088, 23.42028], [21.71537, 12.53407, 16.29762], [16.30497, 15.81111, 22.27335], [24.50620, 11.37785, 16.89816], [18.96070, 28.79826, 17.78468], [19.67642, 26.09628, 19.78898], [17.56517, 27.29819, 19.85918], [15.17200, 22.47747, 23.02898], [24.30488, 22.10278, 24.52019], [21.69343, 23.94149, 22.96596], [19.82399, 19.55524, 19.54153], [18.97786, 25.31135, 21.25821], [25.61576, 18.92642, 25.62964], [17.74696, 15.65384, 20.36164], [22.75953, 19.09204, 27.05539], [22.77577, 25.04623, 20.47574], [21.62608, 28.02910, 13.29546], [20.71454, 28.96494, 17.90254], [15.94742, 19.71467, 23.73926], [23.26168, 12.18092, 22.38370], [19.90335, 22.83411, 20.98037], [22.79588, 12.71437, 18.68445], [12.73534, 24.27374, 21.54341], [24.01459, 12.59470, 23.88037], [29.81366, 18.33123, 22.25308], [27.68477, 27.45345, 15.51918], [22.62302, 14.52064, 22.04871], [20.97712, 19.59694, 22.88108], [20.90096, 28.30348, 20.86888], [20.46043, 27.79810, 22.48597], [14.32834, 17.81668, 18.13087], [19.55341, 29.94828, 23.04378], [27.53770, 29.64532, 18.37031], [16.61984, 16.81917, 16.64209], [18.03604, 22.96279, 15.07542], [12.24569, 23.91296, 19.89449], [14.47485, 24.34586, 19.06617], [16.12874, 17.32813, 20.57809], [20.21050, 20.46487, 14.56828], [21.61197, 19.12856, 21.22123], [16.41619, 26.38628, 16.38357], [17.21366, 18.27350, 18.35742], [15.70160, 17.02801, 12.40366], [20.61290, 11.98419, 19.81347], [17.34035, 21.53420, 25.80009], [17.55065, 19.59197, 28.49539], [18.69442, 14.88138, 25.20870], [20.04296, 16.09810, 20.29130], [17.58562, 20.09908, 23.09149], [18.20120, 30.26205, 21.16739], [21.33444, 31.54277, 22.50919], [24.97429, 11.76610, 22.55332], [20.43958, 21.92891, 18.78719], [13.90586, 22.15378, 19.89518], [14.82164, 18.66595, 12.35169], [23.06484, 22.39342, 21.23628], [27.09533, 17.99457, 23.51987], [18.03466, 20.84284, 14.16247], [23.17314, 21.08714, 22.52849], [18.29458, 24.13224, 18.96044], [21.72325, 16.27227, 13.43785], [10.10018, 25.49142, 25.49975], [24.05876, 14.27565, 15.09007], [25.20650, 16.37004, 25.36258], [23.91972, 25.47146, 15.50219], [20.05858, 11.74752, 18.27114], [24.03802, 24.02401, 22.62277], [22.17693, 24.33858, 12.29044], [25.95147, 15.72895, 22.47555], [21.64474, 25.30057, 19.15183], [19.88263, 21.58848, 25.59786], [17.69740, 16.74622, 23.02205], [25.65033, 16.83112, 26.97765], [15.66695, 23.09682, 19.38486], [14.82469, 26.06924, 25.80371], [18.15692, 23.46277, 16.81771], [9.53681, 21.05372, 21.35934], [18.13739, 25.63610, 12.20799], [22.71468, 20.08626, 17.51622], [21.96768, 22.77958, 24.30492], [21.91464, 16.34462, 15.18714], [14.81040, 21.72764, 24.52626], [25.26016, 18.53057, 22.08274], [11.92989, 21.46513, 20.81381], [12.20770, 22.26858, 22.41791], [29.49415, 17.31700, 23.64313], [25.87836, 29.30160, 17.77789], [23.40754, 14.94726, 23.58423], [24.20170, 15.70258, 20.78971], [23.38827, 23.22789, 14.52717], [16.19309, 20.70004, 22.30480], [20.89413, 16.29803, 18.67219], [20.16327, 20.38433, 16.30623], [16.78613, 15.03807, 16.97020], [24.11640, 20.33235, 26.95162], [22.59138, 19.13707, 19.00499], [15.72692, 19.18715, 15.09366], [22.77808, 14.61432, 16.35452], [22.91586, 17.36987, 14.20180], [30.04450, 16.54627, 22.13028], [21.86595, 29.12252, 15.53821], [26.00901, 19.96116, 16.97328], [17.55434, 25.61381, 17.46666], [15.75581, 20.47142, 13.90477], [26.48306, 28.59054, 19.37122], [14.69238, 19.73304, 19.36778], [18.83143, 20.31033, 25.05538], [23.30682, 25.52251, 12.90433], [25.05752, 26.91544, 17.46895], [19.25414, 15.06829, 22.91587], [23.78050, 20.52238, 18.89348], [15.06019, 25.19557, 21.38349], [21.89666, 28.91092, 22.17401], [13.07426, 27.52890, 24.70477], [24.48777, 15.23912, 16.48995], [15.52095, 21.17434, 16.74927], [18.19395, 16.01185, 16.65468], [15.92260, 23.54382, 25.84907], [16.47843, 24.25354, 24.23307], [19.05379, 21.40345, 27.96154], [22.00622, 10.84497, 16.66337], [16.50417, 24.16480, 21.37691], [20.45221, 14.16319, 17.70612], [11.10568, 24.42435, 24.39526], [23.20474, 24.19190, 16.46754], [16.54868, 23.45384, 15.76473], [23.57342, 16.89695, 17.65100], [20.39770, 26.57138, 11.64303], [8.65084, 22.45589, 22.01271], [13.73484, 24.06460, 25.19914], [16.32710, 27.46290, 10.18852], [21.32396, 30.87943, 20.73961], [17.99267, 18.69750, 27.01411], [18.76048, 27.92803, 13.62835], [21.83308, 16.35729, 20.09029], [25.32280, 18.65182, 15.84708], [26.16630, 25.95055, 18.38095], [21.43031, 27.39690, 15.47153], [18.73567, 17.66798, 18.77264], [21.86080, 23.66313, 19.91599], [19.29394, 13.85060, 18.96479], [21.98430, 19.28855, 15.53903], [15.15298, 26.34329, 24.05492], [19.79056, 28.21632, 11.51177], [20.51395, 29.44578, 13.53799], [15.77817, 26.18664, 11.26592], [24.91800, 18.15099, 18.37298], [24.65036, 21.71461, 21.76627], [22.64834, 24.41120, 24.45182], [9.94463, 21.65057, 22.99491], [10.56124, 25.94328, 23.87798], [18.35811, 20.16747, 20.24767], [18.69012, 18.57192, 14.45699], [22.08869, 25.62498, 15.91136], [20.26978, 19.83587, 26.05457], [24.28540, 19.04670, 27.96382], [19.98134, 31.86528, 21.38809], [23.27101, 16.72868, 22.00417], [18.29160, 14.09134, 21.73114], [19.15764, 19.08113, 28.37204], [21.70068, 25.50206, 13.53549], [17.52362, 13.68210, 25.68867], [16.94237, 15.17938, 25.03691], [15.34833, 27.80272, 11.65641], [15.98212, 27.50638, 20.51852], [20.01558, 27.31827, 17.54092], [17.21432, 26.61840, 21.45544], [19.73288, 26.01498, 14.80192], [14.39723, 18.76880, 16.56266], [16.06734, 21.54945, 18.29624], [16.55918, 20.06543, 17.60998], [13.00840, 18.72430, 17.56357]]
}